1.
The following is a quantum chemistry calculation of C28H31N5O6S2Sn as an isolated structure in a non-equilibrium geometry, from the OMol25 dataset.

Values from the calculation:
HOMO in eV: -1.73
Frontier orbital gap in eV: 6.19
ΔE to the lowest compared entry with this formula, charge and spin in eV: 1.2850
Energy in a.u.: -2821.586405

Structure (ORCA input):
```
! wB97M-V def2-TZVPD RIJCOSX def2/J DEFGRID3
* xyz -2 1
Sn 0.78 1.25 -0.82
O 1.33 2.86 -2.44
C 0.41 3.44 -3.10
C 0.21 4.84 -2.95
C -0.67 5.54 -3.74
C -1.39 4.89 -4.74
C -1.27 3.53 -4.88
C -0.40 2.78 -4.08
C -0.36 1.36 -4.25
N 0.22 0.55 -3.47
C 0.29 -0.84 -3.81
C 0.01 -1.71 -2.59
N 0.99 -1.44 -1.59
C 1.78 -2.35 -1.21
C 2.89 -2.19 -0.32
C 3.44 -3.34 0.27
C 4.50 -3.29 1.14
C 5.08 -2.05 1.43
C 4.60 -0.91 0.83
C 3.46 -0.90 -0.02
O 3.04 0.19 -0.50
H 0.74 5.32 -2.15
H -0.80 6.60 -3.58
H -2.04 5.46 -5.40
H -1.87 3.00 -5.62
H -0.85 0.99 -5.18
H -0.39 -1.10 -4.64
H 1.33 -1.03 -4.14
H -0.97 -1.44 -2.20
H 0.00 -2.78 -2.89
H 1.65 -3.39 -1.59
H 2.99 -4.30 0.03
H 4.87 -4.19 1.62
H 5.91 -1.99 2.13
H 5.05 0.05 1.04
C -1.14 -0.48 5.23
C -1.29 0.49 4.09
C -0.31 1.44 3.85
C -0.39 2.28 2.75
C -1.47 2.21 1.89
C -2.48 1.30 2.15
C -2.37 0.43 3.22
S -1.51 3.32 0.45
O -0.32 4.14 0.61
O -2.77 4.04 0.59
N -1.39 2.51 -0.88
C -2.56 1.77 -1.24
C -2.49 0.33 -0.71
O -3.50 -0.38 -0.69
O -1.35 -0.04 -0.30
H -0.54 -0.04 6.02
H -0.63 -1.37 4.87
H -2.11 -0.77 5.63
H 0.54 1.51 4.51
H 0.38 3.00 2.53
H -3.34 1.25 1.50
H -3.14 -0.32 3.38
H -2.63 1.73 -2.34
H -3.46 2.26 -0.85
C 0.53 -4.58 2.25
N 0.57 -3.27 2.86
C 0.35 -2.12 2.11
S 1.38 -0.84 2.35
N -0.70 -2.08 1.30
C -1.90 -2.85 1.44
H 1.52 -5.04 2.26
H 0.20 -4.51 1.21
H -0.16 -5.24 2.79
H 1.39 -3.12 3.45
H -0.82 -1.23 0.71
H -1.94 -3.70 0.74
H -2.75 -2.19 1.21
H -1.99 -3.23 2.46
*
```

2.
The following is a quantum chemistry calculation of the molecule C6H9N, from the OMol25 dataset.

Values from the calculation:
Structure (SMILES): CC1=C=C[C@@H](C)N1
HOMO in eV: -7.23
Frontier orbital gap in eV: 7.56
ΔE to the lowest compared entry with this formula, charge and spin in eV: 3.4524
Energy in a.u.: -288.655169

Structure (ORCA input):
```
! wB97M-V def2-TZVPD RIJCOSX def2/J DEFGRID3
* xyz 0 1
C 0.94 -2.29 -0.17
C 0.03 -1.11 -0.05
C -0.96 -0.92 0.99
C -1.48 0.29 0.59
C -0.68 1.00 -0.46
C 0.13 1.98 0.46
N 0.15 -0.10 -0.93
H 0.81 -2.92 0.72
H 1.99 -1.98 -0.22
H 0.72 -2.89 -1.06
H -2.23 0.89 1.10
H -1.17 1.52 -1.29
H 0.19 2.97 0.01
H 1.13 1.56 0.61
H -0.29 2.10 1.47
H 0.71 -0.09 -1.77
*
```

3.
The following is a quantum chemistry calculation of C20H28Al3BrCl4F6NO13PS as an isolated structure in a non-equilibrium geometry, from the OMol25 dataset.

Values from the calculation:
HOMO in eV: -8.57
Frontier orbital gap in eV: 2.05
Energy in a.u.: -8292.067255

Structure (ORCA input):
```
! wB97M-V def2-TZVPD RIJCOSX def2/J DEFGRID3
* xyz 0 1
C 3.99 -1.82 3.04
C 2.83 -1.58 2.14
C 2.60 -0.08 2.08
C 1.45 0.29 1.16
C 1.31 1.83 1.07
P 2.43 2.84 2.23
C 1.36 3.85 3.36
C 3.40 4.06 1.22
C 4.82 3.44 1.03
O 1.93 2.16 -0.27
C 1.00 2.15 -1.21
O 1.06 2.37 -2.37
O -0.24 1.79 -0.58
C -0.08 2.37 0.76
C -1.27 1.81 1.56
C -1.14 1.73 3.06
O -1.84 2.50 3.69
Br -0.02 0.46 3.87
H 4.35 -0.88 3.49
H 4.84 -2.28 2.52
H 3.70 -2.49 3.94
H 3.10 -2.02 1.17
H 1.88 -2.05 2.61
H 2.44 0.24 3.10
H 3.57 0.34 1.69
H 1.74 -0.07 0.17
H 0.52 -0.22 1.43
H 0.99 3.18 4.14
H 1.96 4.63 3.83
H 0.47 4.29 2.88
H 2.93 4.34 0.28
H 3.46 4.96 1.83
H 4.76 2.36 1.40
H 5.13 3.41 -0.01
H 5.53 3.95 1.68
H -0.03 3.45 0.63
H -1.60 0.87 1.12
H -2.13 2.51 1.46
O 4.36 -3.65 5.18
H 3.71 -4.22 5.64
Al -1.41 0.47 -1.68
F 5.03 0.86 1.90
F -3.98 1.15 -2.97
Al -4.74 2.56 -3.60
F -4.96 3.66 -2.32
F -6.24 2.15 -4.28
F -3.74 3.25 -4.78
F 0.74 -1.83 3.32
Al -3.72 3.06 2.27
C -8.79 2.58 0.63
N -7.31 2.53 0.73
O -6.74 3.40 1.38
O -6.74 1.64 0.15
H -9.14 3.43 1.20
H -9.04 2.67 -0.42
H -9.17 1.65 1.04
C 6.06 -5.92 2.46
Cl 6.63 -7.21 1.39
Cl 7.02 -4.47 2.19
Cl 4.36 -5.58 2.12
Cl 6.24 -6.44 4.14
O 8.04 -11.66 3.47
S 7.67 -10.32 3.02
O 8.53 -9.88 1.92
O 7.81 -9.41 4.16
O 6.29 -10.33 2.55
C -5.77 1.15 -8.33
C -5.83 0.82 -7.04
C -5.73 -0.61 -6.61
O -5.79 -0.93 -5.45
C -5.56 -1.63 -7.68
C -5.50 -1.29 -8.96
C -5.60 0.13 -9.39
O -5.53 0.44 -10.56
H -5.84 2.18 -8.66
H -5.96 1.55 -6.25
H -5.49 -2.66 -7.35
H -5.37 -2.02 -9.75
*
```

4.
The following is a quantum chemistry calculation of a 2-piece molecular cluster, C2H6N3O overall in a non-equilibrium geometry, from the OMol25 dataset.

Values from the calculation:
HOMO in eV: -15.94
Frontier orbital gap in eV: 9.94
ΔE to the lowest compared entry with this formula, charge and spin in eV: 4.1407
Energy in a.u.: -318.950182

Structure (ORCA input):
```
! wB97M-V def2-TZVPD RIJCOSX def2/J DEFGRID3
* xyz 1 1
C 1.50 -1.00 -0.08
C 0.33 0.67 0.63
N 1.45 0.05 -1.05
N 0.74 0.97 -0.67
N -1.73 0.48 -0.16
O 0.67 -0.45 1.03
H 0.97 -1.82 -0.60
H 2.34 -1.33 0.48
H -0.19 1.47 1.14
H -1.96 -0.30 0.45
H -1.61 0.12 -1.10
H -2.50 1.14 -0.06
*
```

5.
The following is a quantum chemistry calculation of the molecule C2H2N4O2 in a non-equilibrium geometry, from the OMol25 dataset.

Values from the calculation:
Structure (SMILES): O=C/N=c1\[nH]nno1
HOMO in eV: -10.25
Frontier orbital gap in eV: 10.06
ΔE to the lowest compared entry with this formula, charge and spin in eV: 4.4274
Energy in a.u.: -446.810018

Structure (ORCA input):
```
! wB97M-V def2-TZVPD RIJCOSX def2/J DEFGRID3
* xyz 0 1
O -1.51 1.09 0.77
C -0.48 1.69 0.57
N 0.49 1.13 -0.18
C 0.49 -0.09 -0.53
N -0.29 -0.99 0.07
N 0.15 -2.15 -0.16
N 1.29 -2.15 -0.72
O 1.44 -0.74 -1.15
H -0.41 2.71 0.76
H -1.17 -0.50 0.56
*
```

6.
The following is a quantum chemistry calculation of an isolated ion of composition C6H5BrF3N4O and charge +1 in a non-equilibrium geometry, from the OMol25 dataset.

Values from the calculation:
Structure (SMILES): FC(F)(F)OC1=[NH+]C=N[C@]12C=NCN2Br
HOMO in eV: -13.71
Frontier orbital gap in eV: 7.99
Energy in a.u.: -3399.149160

Structure (ORCA input):
```
! wB97M-V def2-TZVPD RIJCOSX def2/J DEFGRID3
* xyz 1 1
F -3.40 0.74 0.58
C -2.91 -0.21 -0.22
F -3.50 -0.32 -1.40
F -3.05 -1.37 0.34
O -1.61 0.09 -0.53
C -0.65 0.23 0.44
N -0.77 0.16 1.78
C 0.55 0.37 2.26
N 1.44 0.41 1.35
C 0.80 0.31 0.11
C 1.42 1.40 -0.84
N 1.99 0.89 -1.81
C 1.99 -0.48 -1.75
N 1.00 -0.88 -0.76
Br 1.49 -2.61 0.01
H -1.66 -0.13 2.14
H 0.61 0.43 3.28
H 1.41 2.39 -0.58
H 1.71 -0.85 -2.81
H 3.12 -0.57 -1.59
*
```

7.
The following is a quantum chemistry calculation of a 2-piece molecular cluster, C11H16BrN2 overall in a non-equilibrium geometry, from the OMol25 dataset.

Values from the calculation:
HOMO (spin up / spin down) in eV: -11.50 / -11.50
Frontier orbital gap (spin up / spin down) in eV: 5.74 / 5.75
ΔE to the lowest compared entry with this formula, charge and spin in eV: 4.0804
Energy in a.u.: -3111.748401

Structure (ORCA input):
```
! wB97M-V def2-TZVPD RIJCOSX def2/J DEFGRID3
* xyz 1 1
C -1.71 2.37 -0.02
C 2.14 2.44 1.13
C -2.07 1.29 0.32
C 2.57 1.63 0.35
C -1.46 -1.34 -0.65
C -0.85 -1.08 1.78
C -0.16 -0.55 -0.92
C 0.54 -0.43 1.37
C 2.87 0.58 -2.00
C -2.72 0.10 0.87
C 2.87 0.59 -0.49
N -1.87 -1.05 0.69
N 0.87 -0.80 0.02
Br 4.19 -0.54 0.33
H -1.40 3.22 -0.51
H 2.03 3.09 1.93
H -2.20 -1.03 -1.28
H -1.30 -2.49 -0.81
H -0.50 -2.04 1.92
H -1.07 -0.51 2.73
H 0.29 -0.76 -1.89
H -0.36 0.48 -0.90
H 0.40 0.75 1.28
H 1.20 -0.64 2.19
H 3.38 -0.15 -2.53
H 1.86 0.67 -2.33
H 3.20 1.49 -2.40
H -3.56 -0.20 0.24
H -3.04 0.03 2.01
H 1.24 -1.70 -0.22
*
```

8.
The following is a quantum chemistry calculation of C32H57F6N3NaO10PS5 as an isolated structure in a non-equilibrium geometry, from the OMol25 dataset.

Values from the calculation:
HOMO in eV: -7.61
Frontier orbital gap in eV: 7.39
ΔE to the lowest compared entry with this formula, charge and spin in eV: 0.0000
Energy in a.u.: -5264.219326

Structure (ORCA input):
```
! wB97M-V def2-TZVPD RIJCOSX def2/J DEFGRID3
* xyz 0 1
Na -2.80 0.26 -3.25
P -0.17 0.07 -0.56
F 0.42 0.69 0.81
F -1.14 -0.97 0.25
F -1.40 1.17 -0.54
F -0.80 -0.60 -1.91
F 0.70 1.14 -1.37
F 1.01 -1.03 -0.60
C 1.20 2.76 -6.72
C 1.50 3.32 -5.34
C 0.80 2.58 -4.18
C -0.64 2.41 -4.39
N -1.77 2.33 -4.54
H 1.83 1.88 -6.86
H 1.45 3.52 -7.46
H 0.15 2.49 -6.84
H 1.19 4.37 -5.25
H 2.58 3.41 -5.20
H 0.91 3.13 -3.25
H 1.19 1.57 -4.03
C -2.60 -0.27 4.34
C -2.46 -1.37 5.36
C -0.98 -1.39 5.77
S -0.11 -1.17 4.18
O 0.35 -2.47 3.72
O 0.84 -0.07 4.33
C -1.57 -0.57 3.24
H -2.42 0.71 4.78
H -3.61 -0.18 3.94
H -2.69 -2.35 4.93
H -3.12 -1.22 6.21
H -0.55 -2.20 6.35
H -0.80 -0.42 6.26
H -1.91 -1.36 2.58
H -1.20 0.22 2.60
C -6.32 1.44 0.85
C -5.15 1.08 1.80
C -4.06 0.54 0.92
S -4.89 -0.57 -0.27
O -5.10 -1.89 0.28
O -4.22 -0.44 -1.56
C -6.49 0.30 -0.15
H -6.06 2.36 0.32
H -7.29 1.65 1.30
H -5.52 0.36 2.53
H -4.79 1.98 2.29
H -3.33 -0.05 1.47
H -3.62 1.31 0.29
H -7.15 -0.47 0.26
H -6.96 0.52 -1.11
C -0.75 -4.51 -2.55
C -1.46 -4.31 -1.20
C -2.65 -3.39 -1.51
S -3.17 -3.71 -3.24
O -3.04 -2.48 -4.03
O -4.41 -4.45 -3.32
C -1.78 -4.81 -3.60
H -0.06 -5.35 -2.46
H -0.14 -3.62 -2.71
H -0.78 -3.76 -0.55
H -1.74 -5.20 -0.64
H -2.36 -2.35 -1.57
H -3.53 -3.46 -0.87
H -1.49 -4.77 -4.65
H -2.16 -5.82 -3.43
C 2.61 2.64 0.91
C 1.47 3.58 0.43
C 2.23 4.73 -0.25
S 3.63 3.97 -1.17
O 4.84 4.61 -0.68
O 3.34 3.78 -2.58
C 3.44 2.33 -0.34
H 2.19 1.70 1.26
H 3.14 3.17 1.70
H 0.92 3.97 1.28
H 0.70 3.08 -0.16
H 2.79 5.26 0.52
H 1.76 5.48 -0.88
H 4.41 1.86 -0.19
H 2.80 1.74 -0.99
C 4.74 -3.51 2.93
C 3.64 -2.45 2.97
C 2.96 -2.35 1.58
S 3.53 -3.81 0.64
O 4.62 -3.38 -0.25
O 2.38 -4.47 0.08
C 4.25 -4.68 2.08
H 5.04 -3.90 3.90
H 5.68 -3.15 2.51
H 4.04 -1.45 3.17
H 2.83 -2.61 3.68
H 2.99 -1.46 0.97
H 1.89 -2.58 1.65
H 4.98 -5.39 1.70
H 3.42 -5.19 2.57
N 3.69 -0.38 -1.75
C 3.41 -0.31 -3.10
C 4.59 -0.43 -3.81
C 5.61 -0.63 -2.86
C 5.03 -0.58 -1.62
H 3.03 -0.32 -1.00
H 2.43 0.01 -3.41
H 4.69 -0.39 -4.88
H 6.66 -0.72 -3.06
H 5.46 -0.58 -0.64
N -1.12 2.82 1.97
C -0.57 3.09 3.18
C -1.26 4.16 3.72
C -2.25 4.55 2.81
C -2.18 3.66 1.75
H -0.92 2.05 1.35
H 0.26 2.51 3.54
H -1.01 4.68 4.64
H -2.97 5.34 2.93
H -2.81 3.49 0.89
*
```

9.
The following is a quantum chemistry calculation of the molecule FH5Si2 in a non-equilibrium geometry, from the OMol25 dataset.

Values from the calculation:
Structure (SMILES): F[SiH2][SiH3]
HOMO in eV: -9.69
Frontier orbital gap in eV: 9.20
ΔE to the lowest compared entry with this formula, charge and spin in eV: 0.7143
Energy in a.u.: -681.806952

Structure (ORCA input):
```
! wB97M-V def2-TZVPD RIJCOSX def2/J DEFGRID3
* xyz 0 1
F -0.69 -0.47 -2.35
Si -1.52 0.00 -0.94
Si 0.83 0.36 0.31
H -2.34 1.14 -1.52
H -2.55 -1.09 -0.74
H 0.73 1.10 1.59
H 0.99 1.21 -0.91
H 2.11 -0.40 0.23
*
```

10.
The following is a quantum chemistry calculation of the molecule C5H6O in a non-equilibrium geometry, from the OMol25 dataset.

Values from the calculation:
Structure (SMILES): C=C=CC(C)=O
HOMO in eV: -8.86
Frontier orbital gap in eV: 9.68
ΔE to the lowest compared entry with this formula, charge and spin in eV: 3.4271
Energy in a.u.: -269.220295

Structure (ORCA input):
```
! wB97M-V def2-TZVPD RIJCOSX def2/J DEFGRID3
* xyz 0 1
C 0.84 -1.07 -1.43
C 1.34 -0.43 -0.39
C 1.19 0.11 0.77
C -0.50 -0.25 0.59
C -1.19 1.06 0.44
O -1.01 -1.32 0.73
H 0.80 -0.63 -2.41
H 0.55 -2.11 -1.29
H 1.96 0.47 1.50
H -2.24 1.02 0.16
H -0.62 1.77 -0.16
H -1.11 1.37 1.49
*
```

11.
The following is a quantum chemistry calculation of the molecule C5H10N2S in a non-equilibrium geometry, from the OMol25 dataset.

Values from the calculation:
Structure (SMILES): C=NN1CC[C@H](S)C1
HOMO in eV: -8.40
Frontier orbital gap in eV: 9.20
ΔE to the lowest compared entry with this formula, charge and spin in eV: 1.7329
Energy in a.u.: -704.160120

Structure (ORCA input):
```
! wB97M-V def2-TZVPD RIJCOSX def2/J DEFGRID3
* xyz 0 1
C -2.65 -1.33 -0.09
N -2.21 -0.13 -0.13
N -0.91 0.09 -0.31
C -0.44 1.43 -0.03
C 1.07 1.30 -0.26
C 1.34 -0.07 0.34
S 2.86 -0.91 -0.23
C 0.11 -0.90 -0.02
H -3.74 -1.47 0.03
H -2.08 -2.22 -0.19
H -0.89 2.16 -0.70
H -0.65 1.74 1.00
H 1.29 1.31 -1.33
H 1.68 2.10 0.23
H 1.41 0.02 1.45
H 3.73 -0.05 0.35
H 0.28 -1.55 -0.89
H -0.19 -1.53 0.79
*
```

12.
The following is a quantum chemistry calculation of C44H49BrN5O2S5SiZr as an isolated structure in a non-equilibrium geometry, from the OMol25 dataset.

Values from the calculation:
HOMO in eV: -10.19
Frontier orbital gap in eV: 7.08
ΔE to the lowest compared entry with this formula, charge and spin in eV: 1.0406
Energy in a.u.: -7031.741488

Structure (ORCA input):
```
! wB97M-V def2-TZVPD RIJCOSX def2/J DEFGRID3
* xyz 1 1
Zr -0.11 0.31 0.30
O 6.00 2.25 -0.94
C 4.80 1.78 -0.63
C 4.57 0.55 -0.01
C 3.28 0.16 0.23
N 2.20 0.89 -0.09
C 2.46 2.09 -0.61
Br 0.90 3.14 -0.83
C 3.69 2.59 -0.93
H 6.70 1.63 -0.70
H 5.39 -0.08 0.29
H 3.08 -0.79 0.70
H 3.83 3.56 -1.37
N 1.12 -2.02 -0.52
C 2.03 -2.97 0.00
C 3.32 -3.08 -0.52
C 4.20 -4.02 -0.03
C 3.81 -4.89 0.98
C 2.53 -4.80 1.49
C 1.65 -3.84 1.02
H 1.38 -1.77 -1.46
H 0.19 -2.43 -0.55
H 3.62 -2.42 -1.33
H 5.19 -4.10 -0.46
H 4.50 -5.64 1.35
H 2.20 -5.48 2.27
H 0.65 -3.78 1.43
C 0.91 0.60 -3.34
Si -0.73 0.09 -2.43
C -1.08 -1.67 -3.31
C 0.17 -2.56 -3.41
C -2.15 -2.44 -2.53
C -1.58 -1.49 -4.75
C -2.08 1.38 -3.15
C -3.52 0.84 -3.07
C -2.06 2.70 -2.36
C -1.77 1.74 -4.61
H 0.93 0.24 -4.37
H 1.81 0.21 -2.84
H 1.02 1.69 -3.38
H 0.36 -3.13 -2.51
H 1.07 -1.99 -3.67
H 0.03 -3.30 -4.21
H -1.81 -2.69 -1.52
H -2.40 -3.38 -3.04
H -3.08 -1.87 -2.43
H -0.84 -0.98 -5.37
H -2.51 -0.94 -4.82
H -1.75 -2.48 -5.20
H -3.85 0.75 -2.03
H -3.65 -0.12 -3.55
H -4.19 1.55 -3.56
H -2.07 2.55 -1.28
H -2.95 3.29 -2.62
H -1.20 3.30 -2.63
H -1.85 0.88 -5.28
H -0.76 2.15 -4.71
H -2.47 2.50 -4.95
S -5.53 -3.92 1.12
C -4.22 -2.78 0.93
C -4.35 -1.50 0.38
C -3.23 -0.70 0.27
N -2.01 -1.07 0.65
C -1.89 -2.29 1.20
C -2.94 -3.16 1.36
C -6.75 -3.25 -0.01
C -6.72 -3.66 -1.33
C -7.67 -3.12 -2.19
N -8.58 -2.23 -1.81
C -8.60 -1.86 -0.54
C -7.71 -2.34 0.42
H -5.30 -1.13 0.03
H -3.32 0.30 -0.14
H -0.89 -2.56 1.52
H -2.79 -4.13 1.82
H -5.99 -4.38 -1.67
H -7.70 -3.42 -3.24
H -9.36 -1.14 -0.26
H -7.77 -2.03 1.45
S -3.57 2.70 2.49
C -2.38 2.12 1.65
N -1.48 1.71 0.97
O 0.63 -0.61 1.81
C 0.99 -0.16 3.14
C 1.76 -1.28 3.83
C 1.31 -2.11 4.81
C 2.26 -3.11 5.18
C 3.41 -3.02 4.47
S 3.36 -1.74 3.34
C 1.78 1.16 3.11
C 1.27 2.36 2.68
C 2.18 3.44 2.82
C 3.35 3.06 3.38
S 3.37 1.39 3.74
C -0.27 0.11 3.97
C -1.38 -0.67 4.07
C -2.33 -0.19 5.01
C -1.91 0.94 5.64
S -0.38 1.45 5.06
H 0.34 -2.03 5.27
H 2.09 -3.84 5.95
H 4.30 -3.63 4.54
H 0.25 2.50 2.36
H 1.95 4.46 2.54
H 4.22 3.66 3.62
H -1.51 -1.59 3.52
H -3.27 -0.68 5.22
H -2.41 1.51 6.40
*
```